DFT (ωB97M-V with the def2-TZVPD basis set) results for a structure of composition C6H10O at a distorted geometry.

Geometry (Å):
C: 2.16519 0.53497 0.26255
C: 1.15056 -0.42601 -0.39301
C: -0.07319 -0.95112 0.36743
O: -0.43680 -0.04533 1.42172
C: -1.67592 0.22251 0.79778
C: -1.54856 0.71878 -0.63409
C: -1.55142 -0.74623 -0.32177
H: 2.98991 0.06632 0.80871
H: 1.65849 1.23459 0.93256
H: 2.61581 1.12231 -0.55063
H: 1.66246 -1.25080 -0.90517
H: 0.66767 0.25302 -1.13292
H: -0.02273 -1.98923 0.70413
H: -2.48767 0.44283 1.48307
H: -2.33122 1.29806 -1.11435
H: -0.56118 1.04223 -1.02006
H: -2.22140 -1.52690 -0.70595

E_HOMO (hartree): -0.3367
Orbital gap (eV): 10.34
LUMO level (eV): 1.176
Energy above the lowest of the compared OMol25 structures with the same formula, charge and spin (kcal/mol): 60.5